{
  "formula": "C37H50ClN5ORuS5Sb2",
  "method": "the ωB97M-V functional and the def2-TZVPD basis",
  "elements": ["Ru", "S", "C", "S", "S", "C", "C", "N", "C", "C", "S", "C", "C", "S", "C", "N", "C", "H", "H", "H", "H", "H", "H", "H", "H", "C", "Sb", "C", "C", "C", "C", "C", "C", "C", "C", "C", "Sb", "C", "C", "H", "H", "H", "H", "H", "H", "H", "H", "H", "H", "H", "H", "H", "H", "H", "H", "H", "H", "H", "H", "C", "C", "C", "C", "C", "O", "C", "C", "C", "C", "C", "C", "Cl", "C", "C", "C", "N", "C", "N", "C", "N", "H", "H", "H", "H", "H", "H", "H", "H", "H", "H", "H", "H", "H", "H", "H", "H", "H", "H", "H", "H", "H", "H"],
  "positions_angstrom": [[-1.01934, 0.92971, 1.04161], [-1.16892, -2.84783, -0.47026], [-1.90534, -1.45916, 0.05844], [-2.15806, -1.10944, 1.74652], [-2.35497, -0.19606, -1.01567], [1.27110, -2.09098, 1.70807], [1.88889, -0.73243, 1.62769], [1.25003, 0.42169, 1.58800], [2.13371, 1.49505, 1.54262], [3.43763, 1.15042, 1.54526], [3.59271, -0.54373, 1.60292], [1.60535, 2.85348, 1.45937], [2.32526, 3.99781, 1.46449], [1.28619, 5.33160, 1.28822], [-0.06971, 4.29632, 1.21720], [0.24344, 3.03037, 1.32954], [-1.45564, 4.83596, 1.04525], [0.19077, -2.01711, 1.73850], [1.61616, -2.61448, 2.60389], [1.55121, -2.70114, 0.84853], [4.30480, 1.79929, 1.50612], [3.39619, 4.12503, 1.56601], [-1.45854, 5.92393, 0.99390], [-2.08271, 4.53035, 1.88186], [-1.89240, 4.44662, 0.12924], [-4.16984, 3.43781, -0.41955], [-3.50891, 1.99823, 1.00297], [-5.09744, 0.63973, 0.66773], [-4.37268, 2.83108, 2.81250], [-4.67942, 1.73971, 3.80930], [-5.90903, 1.08262, 3.75206], [-6.21103, 0.02251, 4.59170], [-5.27536, -0.39651, 5.52657], [-4.06751, 0.27580, 5.62334], [-3.75825, 1.34807, 4.78487], [-2.44819, 2.06485, 4.97134], [-0.88411, 1.25582, 3.74963], [0.79238, 2.15976, 4.68943], [-0.73246, -0.62557, 4.71387], [-5.23369, 3.24632, -0.57594], [-3.63365, 3.31590, -1.36203], [-4.02953, 4.45273, -0.04189], [-6.03457, 1.18037, 0.80734], [-5.03623, -0.19209, 1.35707], [-5.02023, 0.28272, -0.34843], [-5.28491, 3.31039, 2.44788], [-3.70906, 3.60460, 3.20245], [-6.64981, 1.42143, 3.03583], [-7.17419, -0.46950, 4.51988], [-5.49223, -1.22684, 6.18855], [-3.34961, -0.01958, 6.38438], [-2.06777, 1.93000, 5.98595], [-2.50750, 3.13375, 4.76633], [0.66794, 1.99981, 5.76341], [0.84305, 3.23044, 4.47426], [1.71004, 1.67730, 4.34443], [-0.59020, -0.45196, 5.78186], [0.12299, -1.16468, 4.30834], [-1.63370, -1.20972, 4.54383], [3.62358, 0.49731, -2.52474], [3.51350, -0.82126, -3.33764], [4.83878, -0.98115, -4.10550], [3.40699, -1.98806, -2.34887], [2.30674, -0.77644, -4.35448], [2.32969, 0.48609, -5.04548], [2.31265, -1.89288, -5.44445], [1.39224, -3.12152, -5.31597], [1.79757, -4.12547, -4.26288], [2.98806, -4.83850, -4.39583], [3.40586, -5.73181, -3.42159], [2.61874, -5.92157, -2.29529], [3.14939, -7.01651, -1.05189], [1.41305, -5.25827, -2.15577], [1.00636, -4.36958, -3.14833], [0.92069, -0.81764, -3.71296], [0.60632, 0.24966, -2.75845], [0.62121, 0.16096, -1.44389], [0.24571, 1.30924, -0.90219], [-0.04978, 2.07184, -2.00485], [0.15670, 1.47389, -3.15026], [4.67287, 0.69158, -2.28428], [3.09050, 0.44002, -1.57201], [3.24446, 1.35497, -3.07852], [5.66911, -0.86602, -3.40435], [4.97264, -0.22208, -4.88660], [4.94590, -1.96797, -4.56132], [4.24227, -1.93115, -1.64177], [3.45992, -2.95967, -2.84711], [2.47490, -1.96564, -1.76829], [3.13851, 0.54140, -5.56633], [3.32797, -2.24925, -5.61380], [2.01153, -1.37681, -6.35516], [1.42332, -3.61886, -6.28828], [0.35348, -2.81881, -5.16562], [3.60748, -4.69239, -5.28017], [4.33499, -6.27991, -3.53033], [0.79499, -5.43278, -1.28253], [0.04981, -3.86085, -3.03737], [0.76158, -1.75954, -3.19174], [0.19446, -0.72287, -4.51453], [0.90901, -0.73168, -0.91189], [-0.38686, 3.09944, -1.94325]],
  "forces_ev_per_angstrom": [[-0.983, 1.207, 1.615], [-0.297, 0.074, 0.034], [0.215, -0.870, -0.529], [0.469, 0.631, -0.204], [0.438, 0.494, 0.457], [0.242, 0.133, 0.093], [-0.049, 0.299, 0.131], [-0.157, -0.667, -0.334], [-0.521, -0.118, -0.112], [0.427, 0.036, 0.035], [0.097, -0.188, 0.035], [-0.302, -0.316, -0.069], [0.372, 0.262, 0.070], [-0.013, 0.239, -0.013], [-0.013, -0.061, 0.120], [-0.274, -0.054, -0.322], [0.288, -0.069, 0.013], [-0.085, 0.021, 0.020], [0.022, 0.072, -0.038], [0.010, 0.038, -0.014], [-0.198, -0.140, -0.010], [-0.221, -0.043, -0.041], [0.039, -0.032, 0.013], [-0.034, 0.003, 0.063], [0.054, 0.007, -0.060], [0.092, 0.151, -0.016], [0.358, -1.003, -0.030], [-0.040, 0.186, 0.086], [0.089, -0.021, -0.001], [-0.045, 0.221, -0.203], [-0.054, 0.048, -0.030], [0.004, 0.022, -0.019], [0.035, 0.001, -0.008], [0.050, 0.027, 0.087], [0.205, -0.006, 0.114], [0.019, 0.006, -0.135], [-0.259, -0.595, -0.515], [0.101, 0.209, -0.172], [0.052, 0.040, 0.032], [0.133, 0.054, -0.017], [-0.061, 0.015, 0.051], [-0.097, -0.124, -0.095], [0.037, -0.019, 0.009], [0.002, -0.117, 0.072], [-0.025, -0.071, -0.166], [0.031, -0.010, 0.131], [-0.154, -0.030, 0.041], [0.039, -0.043, 0.036], [0.071, 0.044, 0.000], [0.022, 0.071, -0.039], [-0.070, 0.024, -0.067], [-0.068, 0.047, -0.014], [-0.060, -0.023, 0.111], [0.055, 0.043, -0.130], [0.011, -0.148, 0.052], [-0.106, 0.058, 0.078], [0.007, -0.040, -0.043], [-0.033, -0.010, 0.023], [0.018, 0.004, 0.027], [-0.060, -0.048, 0.001], [0.017, 0.077, 0.021], [0.039, -0.043, -0.032], [-0.004, -0.100, 0.016], [0.146, 0.250, -0.035], [0.029, -0.183, 0.162], [0.022, -0.079, 0.078], [0.077, -0.083, 0.060], [-0.096, -0.065, -0.118], [0.094, -0.034, -0.103], [0.104, 0.002, -0.081], [-0.008, 0.014, 0.025], [-0.025, 0.046, -0.053], [-0.095, 0.113, -0.018], [-0.098, -0.028, 0.125], [-0.059, 0.362, 0.197], [0.030, -0.190, -0.687], [0.287, 0.129, 0.098], [-0.251, 0.174, -0.490], [0.155, 0.147, 0.265], [0.193, -0.322, 0.429], [-0.084, -0.042, 0.003], [0.011, 0.003, -0.083], [0.006, -0.011, -0.008], [-0.051, -0.005, -0.069], [-0.013, -0.086, 0.109], [-0.014, 0.101, 0.035], [-0.082, 0.002, -0.045], [0.018, 0.175, 0.123], [0.196, -0.001, -0.084], [-0.013, -0.036, 0.005], [-0.023, 0.043, -0.014], [-0.022, 0.022, -0.067], [-0.042, 0.005, -0.013], [0.064, -0.086, -0.018], [-0.087, -0.025, 0.141], [-0.088, 0.050, 0.011], [0.025, 0.009, -0.064], [0.137, -0.083, 0.014], [-0.042, 0.072, 0.013], [-0.136, -0.007, 0.000], [-0.114, -0.020, -0.044], [-0.024, -0.192, -0.006]],
  "mulliken_spin": [0.923, -0.010, 0.013, -0.038, 0.165, -0.001, -0.007, -0.033, 0.030, 0.002, 0.001, -0.026, 0.004, 0.005, -0.003, -0.054, 0.003, 0.000, 0.000, 0.000, 0.000, 0.000, 0.000, 0.003, 0.000, -0.006, -0.030, -0.001, -0.005, 0.002, -0.001, 0.000, -0.001, 0.002, -0.001, -0.002, -0.009, 0.012, -0.005, -0.001, -0.001, 0.000, 0.000, -0.001, 0.000, 0.000, 0.000, 0.000, 0.000, 0.000, 0.000, 0.000, 0.000, 0.001, 0.000, -0.002, -0.001, 0.000, 0.001, 0.001, -0.001, 0.000, 0.003, 0.001, 0.000, 0.000, 0.000, 0.001, -0.001, 0.000, 0.000, 0.000, 0.000, 0.001, -0.001, 0.010, -0.024, 0.082, -0.002, 0.006, 0.000, -0.001, 0.000, 0.000, 0.000, 0.000, 0.000, 0.000, -0.002, 0.000, 0.000, 0.000, 0.000, 0.000, 0.000, 0.000, 0.000, -0.001, -0.001, 0.001, -0.003, 0.002],
  "e_tot_ev": -131029.317,
  "lumo_ev": [-3.22, -3.06],
  "multiplicity": 2,
  "charge": 1,
  "orbital_gap_ev": [6.45, 6.81]
}